Entry 1:
The following is a DFT calculation (ωB97M-V/def2-TZVPD) of a structure of composition C33H29CrN5S.

```
69
C33H29CrN5S | the Open Molecules 2025 dataset | ωB97M-V/def2-TZVPD
C -1.5068 -2.0269 -0.1944
H 3.7522 3.2701 -0.3017
C 1.7215 2.7340 0.1254
H 0.0604 -2.0959 4.7866
C 2.3480 -0.5370 -1.4513
H -3.4653 -1.7352 -1.0219
H -1.7317 -2.7531 -2.7083
C 3.1036 -1.1643 0.6247
C -2.7239 -4.0599 1.3404
C 1.0436 4.3687 -1.9967
N 2.0928 -0.8458 -0.1716
H -0.7056 1.3549 -2.0754
H -5.5403 3.4777 1.4432
N 1.9412 -2.0477 3.8729
H 0.2957 -2.6171 0.8071
C -1.8685 2.4483 0.6239
C -1.7342 -1.4950 -4.4374
H 0.7675 5.0098 -2.8254
H 4.1330 -3.3609 1.8596
N -0.5653 2.0252 0.3944
H -2.6413 0.4479 0.5391
C 3.4100 -2.8079 2.4299
C -4.1875 1.8581 1.0097
Cr 0.2831 0.2069 0.3036
H -3.7533 5.1924 1.2958
H 1.9841 2.1626 1.0102
C 4.6857 -0.7789 -1.0967
H 1.1995 -0.9269 5.4723
C 1.8687 -1.2005 2.8244
C 4.4267 -1.1257 0.2207
C -2.2112 3.7889 0.8419
C -1.1749 -0.7345 -2.1998
H -4.9503 1.0907 1.0720
H -0.9557 1.7884 -4.4736
C 2.3913 4.2048 -1.6652
C 3.6371 -0.4995 -1.9553
C 2.8808 -3.0367 3.6426
C -4.5219 3.1913 1.2164
C -2.8870 1.4892 0.7137
H -1.6399 -0.0365 -6.0205
C -1.5669 -1.7523 -3.0871
H 3.0700 -3.8204 4.3532
C -1.3726 -3.7866 1.4794
H 1.4310 -2.6655 5.7812
C -0.7706 -2.7941 0.7168
N -0.8979 -0.9611 -0.8575
C 0.0527 3.7089 -1.3012
H 1.4817 -0.3112 -2.0653
H 5.7098 -0.7307 -1.4433
H -0.7714 -4.3635 2.1738
H 3.7979 -0.2402 -2.9912
H -4.5236 -3.5134 0.2999
C -3.4647 -3.3199 0.4224
C -3.5197 4.1474 1.1285
C -1.1244 0.7857 -4.0975
H -3.1955 -4.8365 1.9278
C -2.8738 -2.3192 -0.3272
N 2.7895 -1.6683 1.9209
C 1.1018 -1.9268 5.0557
H 3.1600 4.7239 -2.2221
H -2.0343 -2.3050 -5.0921
H -1.4434 4.5514 0.8033
C -1.5103 -0.2280 -4.9637
C 0.3675 2.8552 -0.2224
C -0.9680 0.5436 -2.7418
C 2.7164 3.3858 -0.6007
H -0.9842 3.8242 -1.5915
S 0.8584 0.1406 2.7497
H 5.2223 -1.3478 0.9169
```

Its expectation value of S² is 6.0207. The value obtained for the HOMO energy (spin up / spin down) is -6.17 / -6.42 eV. Its spin multiplicity is 5. Its HOMO-LUMO gap (spin up / spin down) is 5.80 / 5.94 eV.

Here are the Mulliken charges for atoms 1 to 4, given in e:
1. C -0.53
2. H 0.46
3. C -0.47
4. H 0.33

---

Entry 2:
The following is a DFT calculation (ωB97M-V/def2-TZVPD) of the molecule C5H9N.

```
15
C5H9N | the Open Molecules 2025 dataset | ωB97M-V/def2-TZVPD
H -0.2081 -1.7729 -1.1972
H 1.9299 -0.6899 0.3552
H -2.4748 -0.2226 -0.4676
H -0.0797 -0.1090 -1.7582
H 0.3346 -1.0274 0.9857
H -2.4074 -0.4250 1.3990
C -2.1151 0.1005 0.5001
C 0.9473 1.0391 0.5207
H 1.5597 1.5121 -0.2517
C -1.2768 1.1008 0.5771
C 0.4474 -0.8933 -1.2034
H 1.3347 -1.1627 -1.7846
N -0.3139 1.8560 0.6227
H 1.4517 1.1535 1.4863
C 0.8704 -0.4593 0.2160
```

The SMILES is C=C=NCCC. The value obtained for the HOMO energy is -9.07 eV. Its HOMO-LUMO gap is 10.13 eV.

Here are the Mulliken charges for atoms 1 to 4, given in e:
1. H 0.28
2. H 0.36
3. H 0.30
4. H 0.32

---

Per-record F_max, eV/Å: 0.5; 1.0
Per-record energy above the lowest of the compared OMol25 structures with the same formula, charge and spin, kcal per mole: 0.0; 42.4